107
Properties=species:S:1:pos:R:3:forces:R:3 method="wB97M-V/def2-TZVPD" homo_lumo_gap_ev=5.9 charge=+1 total_energy_ha=-3298.783813
Sn 0.69542 -0.41794 0.93228 0.02 -0.14 -0.34
C -4.85399 1.41789 -0.10869 0.02 0.01 -0.03
C -3.59943 2.00599 -0.10430 -0.02 0.02 -0.03
N -2.66106 1.67579 0.77934 0.03 0.07 0.07
C -2.87929 0.70713 1.74991 0.18 0.18 -0.04
C -4.17789 0.14902 1.82909 -0.16 -0.07 0.01
C -5.14419 0.51297 0.87682 -0.07 -0.01 0.01
C -4.49431 -0.74910 2.87175 0.04 0.04 -0.04
C -3.54523 -1.04822 3.80156 0.06 0.01 0.02
C -2.24855 -0.51983 3.69211 0.13 -0.07 -0.03
C -1.85464 0.31516 2.66245 -0.36 0.12 0.01
N -0.54953 0.73309 2.43657 0.55 -0.42 0.38
C 0.14407 1.37529 3.45841 -0.13 -0.06 -0.14
C -0.37497 1.77625 4.67237 -0.01 0.10 0.09
C 0.38518 2.51706 5.60763 -0.13 -0.11 -0.06
C 1.66822 2.88964 5.35082 0.08 -0.04 -0.08
C 2.23600 2.53511 4.10185 0.04 0.14 0.04
C 3.53814 2.92310 3.71609 0.04 -0.04 0.05
C 4.02898 2.56658 2.49264 -0.11 -0.02 -0.05
C 3.20968 1.79947 1.64420 0.17 0.05 -0.12
N 1.99348 1.44081 1.96514 0.05 0.07 0.32
C 1.48595 1.79413 3.16991 0.00 -0.18 0.10
H -5.57684 1.71606 -0.85277 0.00 0.00 0.01
H -3.32998 2.78960 -0.79579 0.00 0.01 0.01
H -6.13034 0.06957 0.94399 0.01 0.00 0.00
H -5.48486 -1.18163 2.91124 -0.01 0.01 0.00
H -3.76923 -1.73266 4.60820 0.03 0.00 0.01
H -1.49006 -0.85469 4.38555 0.02 0.08 0.07
H -1.40323 1.56079 4.92127 -0.06 -0.11 0.03
H -0.07620 2.78537 6.54955 -0.02 -0.01 -0.01
H 2.25732 3.43609 6.07518 0.00 0.04 -0.02
H 4.14164 3.49384 4.41172 0.00 0.01 -0.01
H 5.02553 2.84397 2.17972 0.00 -0.01 -0.01
H 3.58124 1.45506 0.68427 -0.03 -0.02 0.01
C -2.90924 1.69629 -5.38536 0.05 0.06 -0.02
O -1.68812 1.35321 -6.04121 -0.01 -0.14 0.06
C -0.53226 1.90191 -5.56286 -0.06 0.15 -0.03
C 0.25662 2.61509 -6.45340 0.01 0.07 -0.01
C 1.45826 3.17083 -6.04488 -0.01 -0.01 0.05
C 1.88818 3.00305 -4.73495 -0.05 -0.03 -0.05
C 1.12242 2.26116 -3.85030 0.10 -0.08 0.00
C -0.09150 1.71248 -4.25060 -0.02 -0.03 0.00
N -0.84644 0.86949 -3.39583 -0.12 -0.27 -0.06
C -0.88389 0.94268 -2.02167 0.05 -0.02 0.06
N -1.00963 2.24486 -1.58203 -0.05 0.13 0.09
C -0.75672 2.80072 -0.30421 0.18 -0.05 -0.18
C -1.51049 2.57191 0.82945 -0.31 0.04 -0.01
C -1.31697 3.29003 1.99997 -0.21 0.27 -0.13
C -0.31888 4.23361 2.05993 0.04 0.05 -0.12
C 0.46702 4.49849 0.93945 -0.11 -0.02 0.05
C 0.23377 3.80254 -0.23170 0.17 -0.08 -0.01
O 0.90427 4.00299 -1.39363 -0.02 0.09 0.05
C 1.82453 5.08801 -1.45985 -0.05 -0.06 0.06
N -0.89654 -0.08769 -1.24015 -0.10 0.17 -0.28
C -0.52177 -1.31305 -1.89788 -0.04 0.08 0.02
C 0.80588 -1.43355 -2.33295 0.00 0.07 -0.04
C 1.25348 -2.51726 -3.05913 -0.05 -0.01 0.01
C 0.35418 -3.53019 -3.37417 0.03 -0.03 0.02
C -0.94588 -3.45366 -2.92380 0.02 -0.06 0.05
C -1.39788 -2.36996 -2.16692 0.07 -0.06 0.08
O -2.70531 -2.45679 -1.81603 -0.12 0.08 -0.09
C -3.20144 -1.71002 -0.71800 0.00 -0.02 0.02
H -3.68098 1.69475 -6.15119 0.00 0.01 -0.01
H -2.84125 2.69201 -4.94183 -0.01 0.01 0.00
H -3.16892 0.97321 -4.61333 0.02 -0.03 0.04
H -0.10476 2.73263 -7.46613 0.01 0.00 -0.01
H 2.05618 3.73268 -6.74938 0.01 0.00 0.00
H 2.83505 3.41379 -4.41084 0.01 0.01 -0.01
H 1.47820 2.07985 -2.84297 -0.03 0.00 -0.06
H -1.00190 -0.06119 -3.76065 0.07 0.01 0.03
H -0.78747 2.90529 -2.31639 -0.05 0.02 0.02
H -1.93736 3.07925 2.86091 0.01 0.05 -0.04
H -0.14204 4.77014 2.98192 0.00 0.01 0.02
H 1.24126 5.24850 0.98723 0.02 0.02 0.01
H 1.33284 6.02568 -1.19613 0.02 0.02 -0.02
H 2.16493 5.12478 -2.49008 -0.02 0.01 -0.01
H 2.67635 4.91704 -0.79924 0.00 0.00 0.03
H 1.48079 -0.61065 -2.12514 -0.01 -0.01 0.04
H 2.28032 -2.55685 -3.39715 0.01 -0.01 0.00
H 0.66862 -4.38116 -3.96460 0.00 0.00 0.00
H -1.66204 -4.23639 -3.13664 0.00 0.00 -0.01
H -4.17700 -2.13732 -0.49161 -0.01 -0.03 0.01
H -3.31936 -0.66076 -0.98469 0.00 0.02 0.02
H -2.54869 -1.80556 0.15152 0.01 0.00 0.00
C -0.10733 -7.33072 2.65936 -0.01 0.03 0.01
C 0.17752 -6.16079 1.76811 -0.03 -0.02 0.10
C 0.80519 -6.30562 0.53592 0.04 -0.05 -0.05
C 1.04877 -5.14899 -0.17490 0.10 0.05 -0.06
N 0.69869 -3.94026 0.25697 0.07 0.11 0.04
C 0.07000 -3.90450 1.43575 -0.15 0.09 0.01
S -0.57491 -2.37825 2.04139 0.13 -0.23 0.14
N -0.18849 -4.96113 2.21304 0.04 0.02 -0.07
H 0.05292 -8.27695 2.14674 0.00 -0.01 -0.01
H -1.13329 -7.27938 3.02052 0.00 0.00 -0.01
H 0.54490 -7.29022 3.53317 0.00 0.00 0.00
H 1.08554 -7.27624 0.15147 0.00 0.00 0.00
H 1.54790 -5.18455 -1.13800 0.00 0.02 -0.05
N 4.59635 -4.53921 0.85089 -0.06 -0.15 -0.03
C 4.23214 -3.25740 0.26621 0.02 -0.02 -0.10
C 4.06529 -2.22475 1.35769 0.13 -0.03 0.24
O 4.68911 -2.51153 2.49568 -0.15 0.04 -0.08
O 3.44755 -1.20039 1.20272 0.04 0.17 0.07
H 5.10693 -5.11903 0.19986 0.04 0.00 0.03
H 3.77012 -5.05269 1.13574 -0.02 -0.04 -0.02
H 5.05185 -3.41719 2.38351 0.00 0.00 -0.03
H 3.32542 -3.24625 -0.34397 0.00 -0.03 0.03
H 5.06241 -2.90158 -0.34894 -0.05 0.00 -0.05

***

110
Properties=species:S:1:pos:R:3:forces:R:3 method="wB97M-V/def2-TZVPD" s_squared=2.023 homo_lumo_gap_ev="5.7 / 3.3" charge=+2 multiplicity=3 total_energy_ha=-3875.834143
Tc 0.33035 -0.37493 0.87247 0.83 -0.35 -1.68
C -0.08277 1.18957 4.11265 -0.08 -0.11 0.05
C -0.21714 -0.29402 4.00868 0.10 -0.10 0.11
C -0.55658 -1.17873 5.03392 -0.01 0.15 0.01
C -0.39906 -2.44055 4.50478 0.09 0.02 -0.30
N -0.00173 -2.32097 3.22411 -0.20 -0.14 0.32
N 0.09006 -0.99815 2.90695 -0.07 0.06 0.18
B 0.72002 -3.28972 2.25626 -0.02 -0.31 0.21
N -0.07205 -3.34538 0.92767 -0.03 -0.04 -0.16
C -0.63983 -4.39517 0.32783 0.00 -0.05 0.01
C -1.31003 -3.94819 -0.79422 0.00 0.07 -0.03
C -1.11737 -2.56898 -0.81867 -0.05 -0.09 0.02
C -1.67367 -1.60233 -1.80501 -0.05 -0.03 0.11
N -0.35027 -2.22043 0.23275 -0.17 0.43 0.23
N 2.07804 -2.62069 1.94324 0.05 -0.29 0.01
C 3.29046 -2.95798 2.40023 -0.09 0.04 0.13
C 4.20195 -2.04303 1.93541 0.06 0.15 -0.11
C 3.45876 -1.12471 1.19353 0.12 -0.09 0.07
C 4.02138 0.04633 0.47514 -0.04 0.06 0.26
N 2.15802 -1.47444 1.20771 0.10 0.03 0.13
N 0.88045 -4.70462 2.77883 0.81 0.52 -0.61
C 1.72765 -5.68223 2.29617 -0.34 0.78 -0.04
C 1.32390 -6.86739 2.81179 -0.77 -0.26 0.68
C 0.17988 -6.54247 3.62553 0.61 0.44 -0.56
C -0.67729 -7.46134 4.40837 -0.16 -0.27 0.01
N -0.06690 -5.23748 3.57708 -0.01 -0.87 0.08
H 0.61514 1.42326 4.91730 -0.01 -0.02 0.01
H -1.03728 1.65425 4.36029 0.03 0.02 -0.05
H 0.28784 1.63423 3.19473 -0.02 0.05 -0.03
H -0.86362 -0.92258 6.03553 0.05 -0.03 -0.07
H -0.54084 -3.41301 4.93845 0.06 -0.09 -0.02
H -0.53840 -5.39510 0.72332 0.03 0.12 0.08
H -1.86908 -4.53658 -1.50325 0.04 0.03 0.05
H -1.60253 -2.01895 -2.80964 0.02 0.06 -0.01
H -1.13981 -0.65853 -1.75010 0.02 -0.03 -0.07
H -2.73181 -1.41979 -1.60093 0.01 0.00 0.00
H 3.43719 -3.80740 3.04942 -0.12 0.02 -0.11
H 5.26534 -2.02769 2.11015 -0.06 0.00 -0.05
H 5.00383 -0.20915 0.08094 -0.01 0.02 -0.03
H 4.14253 0.89768 1.14712 -0.02 0.03 0.00
H 3.38377 0.33350 -0.34319 -0.04 0.11 -0.13
H 2.53194 -5.44794 1.61424 -0.08 0.00 0.06
H 1.76996 -7.84012 2.66619 -0.06 0.12 0.02
H -0.07312 -8.19479 4.94416 -0.07 0.06 0.04
H -1.34480 -8.01296 3.73882 0.03 0.02 0.11
H -1.28637 -6.90020 5.11384 0.01 -0.05 0.03
Cl -7.63794 -0.50438 0.83051 -0.07 -0.01 -0.02
C -6.03976 0.09015 1.07453 0.13 0.02 0.02
C -4.95463 -0.73692 0.82422 0.01 -0.09 -0.05
C -3.67056 -0.25265 1.01693 0.06 -0.04 0.00
C -3.46586 1.05241 1.44963 -0.03 0.01 -0.08
C -4.56417 1.86451 1.71440 -0.01 0.04 -0.05
C -5.85020 1.39003 1.52758 -0.07 0.11 -0.02
C -2.09554 1.62617 1.60649 0.01 -0.33 0.14
O -1.90695 2.75963 1.99165 0.00 0.12 -0.22
O -1.10637 0.81353 1.29590 -0.28 0.60 0.14
H -5.12119 -1.75029 0.48131 0.01 0.02 0.05
H -2.81844 -0.89781 0.83970 -0.04 0.01 0.00
H -4.38928 2.87073 2.07482 -0.02 -0.02 0.02
H -6.70933 2.01665 1.72934 0.01 -0.04 0.04
N -4.48970 6.13678 -0.24298 -0.36 -0.57 -0.50
C -4.43709 5.02689 -0.95284 0.91 0.65 0.75
S -5.79082 4.46398 -1.76460 -0.34 -0.20 -0.28
C -3.15925 4.28277 -1.02446 0.02 -0.26 -0.19
C -3.13901 2.96849 -1.48841 -0.32 0.17 0.04
C -1.93547 2.29625 -1.53248 0.20 -0.14 -0.02
N -0.77493 2.83581 -1.15759 -0.56 0.32 0.17
C -0.79697 4.09181 -0.72178 0.07 -0.08 0.05
C -1.95185 4.85439 -0.64759 -0.11 0.28 0.08
H -5.34284 6.67203 -0.20985 -0.03 0.22 0.13
H -3.70108 6.46661 0.29050 0.07 -0.05 0.08
H -4.05193 2.47691 -1.80189 0.03 -0.16 0.07
H -1.90044 1.27523 -1.89397 -0.01 0.05 0.00
H 0.15114 4.51858 -0.41579 0.01 -0.01 -0.02
H -1.87492 5.88252 -0.31705 0.08 -0.03 0.00
N 0.77521 0.34404 -0.75266 -0.44 0.02 0.59
P 1.43474 1.23852 -1.93281 0.94 -0.93 -0.21
C 0.46761 1.59782 -3.42631 -0.14 0.11 0.28
C 0.30133 2.90017 -3.89432 -0.04 -0.07 -0.02
C -0.44598 3.12906 -5.03891 0.01 0.04 -0.04
C -1.05263 2.06910 -5.70150 -0.01 0.00 0.01
C -0.87712 0.77046 -5.24369 0.02 -0.05 -0.02
C -0.09662 0.53091 -4.12202 0.05 0.02 0.05
C 2.28117 2.71292 -1.32310 -0.18 -0.05 -0.05
C 3.04407 3.51928 -2.16733 -0.01 0.05 0.05
C 3.78276 4.56807 -1.63705 0.02 0.03 -0.07
C 3.73455 4.83930 -0.27736 -0.01 -0.02 0.01
C 2.93747 4.06632 0.55817 0.02 0.06 0.07
C 2.22292 2.99939 0.03931 0.05 -0.04 -0.11
C 2.68280 0.08758 -2.61876 -0.04 0.10 0.08
C 2.38162 -1.27547 -2.57960 0.05 -0.03 0.02
C 3.24824 -2.19965 -3.14400 0.01 -0.01 -0.02
C 4.42845 -1.77514 -3.74048 -0.06 -0.03 0.04
C 4.74022 -0.42391 -3.76434 0.05 0.07 -0.03
C 3.87150 0.50708 -3.21141 -0.03 -0.04 -0.03
H 0.74701 3.73327 -3.36699 -0.05 0.00 0.01
H -0.55533 4.13783 -5.41791 0.00 -0.03 0.02
H -1.64939 2.25446 -6.58592 0.03 -0.01 0.02
H -1.33232 -0.05814 -5.77242 0.04 0.03 0.02
H 0.09004 -0.48319 -3.79133 -0.07 0.02 -0.04
H 3.05972 3.34048 -3.23496 0.05 0.01 0.02
H 4.40297 5.17077 -2.28780 -0.05 0.01 0.00
H 4.31740 5.65416 0.13292 -0.03 -0.01 -0.02
H 2.87857 4.29662 1.61536 0.02 -0.05 -0.04
H 1.60737 2.38337 0.68104 -0.02 0.01 0.08
H 1.47868 -1.61864 -2.08830 0.02 0.00 0.00
H 3.00259 -3.25469 -3.11598 0.01 0.05 0.02
H 5.10445 -2.49749 -4.17990 -0.01 0.03 0.02
H 5.66591 -0.08920 -4.21689 -0.05 -0.01 0.02
H 4.13926 1.55365 -3.23954 0.04 -0.05 0.01